{"formula": "C24H27AsBCrF5N8S3", "method": "wB97M-V/def2-TZVPD", "species": ["C", "C", "H", "C", "H", "F", "H", "C", "F", "H", "H", "H", "Cr", "H", "C", "H", "F", "C", "N", "C", "H", "C", "N", "H", "C", "H", "C", "C", "C", "C", "H", "C", "H", "H", "H", "N", "C", "S", "As", "H", "N", "B", "H", "H", "H", "S", "C", "H", "C", "N", "H", "C", "H", "N", "S", "H", "C", "H", "C", "F", "F", "N", "C", "C", "C", "C", "H", "N", "H", "H"], "xyz": [[12.54, 12.39, 13.63], [9.77, 9.22, 9.71], [10.84, 13.32, 16.31], [16.71, 11.96, 9.51], [14.36, 12.44, 11.03], [8.13, 8.21, 11.11], [11.42, 10.95, 14.90], [11.81, 12.03, 14.74], [11.33, 10.19, 8.30], [9.60, 15.27, 11.40], [16.61, 10.87, 9.38], [12.27, 17.39, 10.07], [13.82, 15.05, 12.12], [15.86, 12.45, 9.12], [16.92, 12.26, 10.92], [9.53, 15.25, 8.21], [10.10, 8.13, 13.21], [11.47, 13.17, 15.41], [12.72, 16.75, 14.34], [13.84, 17.99, 13.00], [10.84, 15.71, 13.79], [8.65, 12.66, 10.06], [17.87, 12.75, 12.73], [12.91, 11.76, 12.80], [7.92, 12.36, 7.78], [11.09, 16.11, 15.69], [13.63, 18.79, 14.07], [12.94, 17.94, 14.93], [8.68, 13.48, 7.43], [10.35, 8.68, 11.98], [14.84, 13.97, 10.47], [12.11, 9.56, 10.46], [12.67, 12.67, 9.28], [12.26, 16.45, 8.67], [7.21, 11.80, 7.12], [13.33, 16.75, 13.16], [9.38, 8.73, 10.95], [14.65, 16.14, 10.40], [11.87, 14.97, 10.44], [18.73, 12.93, 13.18], [14.77, 13.33, 11.28], [11.60, 15.71, 14.65], [8.60, 13.90, 6.43], [10.63, 16.87, 9.35], [17.58, 12.16, 8.82], [15.98, 14.39, 13.92], [16.65, 13.32, 12.77], [8.79, 12.32, 11.06], [11.66, 16.69, 9.50], [18.02, 12.09, 11.57], [14.36, 18.16, 12.08], [7.97, 11.95, 9.13], [7.33, 11.14, 9.44], [12.07, 14.22, 14.77], [13.73, 10.11, 10.15], [13.79, 19.81, 14.26], [11.11, 9.61, 9.51], [11.24, 13.40, 8.53], [11.60, 9.07, 11.70], [12.49, 9.03, 12.71], [8.88, 9.10, 8.66], [12.74, 13.76, 13.67], [10.10, 14.41, 10.92], [12.15, 13.60, 9.04], [9.26, 13.86, 9.78], [9.20, 14.32, 8.44], [12.47, 18.12, 15.96], [16.03, 12.93, 11.69], [12.81, 14.08, 8.21], [10.24, 13.66, 11.64]], "mulliken_spin": [0.024, 0.000, 0.001, 0.001, 0.008, 0.000, 0.000, -0.002, 0.000, 0.000, 0.000, 0.001, 3.257, 0.005, 0.000, 0.000, 0.000, 0.009, -0.001, 0.032, 0.002, -0.005, 0.000, 0.006, -0.003, 0.000, -0.003, 0.023, 0.003, 0.000, 0.017, 0.000, 0.001, -0.005, 0.000, -0.089, 0.000, 0.009, -0.130, 0.000, -0.081, -0.005, 0.000, 0.000, 0.001, 0.004, -0.005, 0.000, 0.003, 0.000, -0.002, 0.002, 0.000, 0.001, 0.000, 0.001, 0.000, 0.004, 0.000, 0.000, 0.000, -0.075, -0.013, 0.000, -0.002, -0.004, 0.001, 0.008, 0.002, 0.004], "multiplicity": 4, "charge": -1, "homo_ev": [-4.618, -4.847], "orbital_gap_ev": [6.9, 7.3], "largest_force_ev_per_a": 4.72, "lumo_ev": [2.2, 2.5]}

=====

{"formula": "C24H27AsCl2O2PSc", "method": "wB97M-V/def2-TZVPD", "species": ["H", "C", "C", "C", "H", "C", "Cl", "C", "H", "H", "H", "C", "C", "C", "H", "H", "H", "C", "C", "C", "C", "H", "Sc", "H", "C", "H", "H", "H", "H", "H", "O", "C", "C", "H", "C", "H", "H", "H", "H", "H", "H", "H", "C", "C", "P", "C", "H", "As", "H", "C", "C", "H", "O", "C", "H", "C", "C", "Cl"], "xyz": [[-0.21, -1.98, 6.12], [-2.67, -5.27, 2.53], [1.70, -5.74, -1.08], [0.38, -1.96, 5.20], [-1.41, 2.82, -2.15], [-0.41, 4.41, 1.54], [-2.29, 1.81, 1.72], [-0.50, 2.52, -2.69], [-0.76, 0.43, -4.55], [-3.24, -2.15, 0.27], [-1.35, -2.02, 3.89], [-0.32, 3.02, 1.14], [1.49, -4.32, 0.88], [-4.12, -3.95, 1.10], [2.06, -0.25, -2.90], [2.27, -1.90, 6.25], [-0.99, 5.00, 0.79], [-0.83, -0.14, -3.61], [2.54, -1.86, 4.11], [1.91, -1.87, 2.86], [1.20, -0.21, 0.03], [2.68, -6.12, 0.81], [-1.05, 0.72, 0.26], [-5.08, -3.80, 0.61], [-3.09, -3.02, 0.91], [-1.89, -0.29, -3.37], [-0.70, 2.55, -3.76], [0.62, 4.81, 1.60], [2.32, 1.41, -2.24], [2.50, -1.82, 1.94], [2.37, -0.22, 0.04], [2.02, -5.46, 0.25], [1.78, -1.91, 5.28], [-4.72, -5.79, 2.05], [-0.25, -1.98, 3.96], [0.32, 3.21, -2.46], [-2.51, -6.14, 3.16], [-0.67, -4.51, 2.81], [3.63, -1.82, 4.15], [1.72, 1.20, -3.92], [1.74, -4.14, 1.93], [2.11, -6.63, -1.57], [-3.91, -5.08, 1.90], [-1.86, -3.22, 1.53], [0.00, 0.80, -2.26], [0.35, -3.72, -1.17], [0.63, -5.07, -2.83], [-0.38, -2.00, 1.05], [-0.90, 4.53, 2.54], [0.52, -1.99, 2.79], [1.69, 0.79, -2.89], [-0.34, -1.11, -3.72], [0.49, 2.27, 0.60], [0.87, -4.87, -1.79], [-0.32, -3.06, -1.72], [-1.64, -4.34, 2.34], [0.64, -3.46, 0.18], [-3.01, 0.08, -0.97]], "nbo_charge": [0.238, -0.179, -0.180, -0.184, 0.238, -0.803, -0.086, -0.937, 0.254, 0.220, 0.236, 0.861, -0.274, -0.197, 0.262, 0.241, 0.350, -0.912, -0.201, -0.266, 0.529, 0.238, 0.925, 0.233, -0.257, 0.273, 0.273, 0.337, 0.245, 0.217, -0.442, -0.172, -0.180, 0.238, -0.258, 0.244, 0.236, 0.228, 0.237, 0.271, 0.234, 0.241, -0.180, -0.215, 0.882, -0.261, 0.234, 0.851, 0.340, -0.257, -0.948, 0.253, -0.428, -0.194, 0.207, -0.262, -0.188, -0.406], "multiplicity": 1, "charge": 2, "homo_ev": -13.703, "orbital_gap_ev": 4.2, "largest_force_ev_per_a": 6.44, "lumo_ev": -9.5}

=====

{"formula": "C24H27AuN4PTe", "method": "wB97M-V/def2-TZVPD", "species": ["H", "H", "C", "C", "N", "H", "H", "C", "H", "H", "H", "H", "N", "Au", "C", "C", "C", "N", "H", "C", "P", "H", "H", "C", "H", "C", "C", "C", "H", "H", "H", "C", "C", "H", "H", "C", "C", "C", "H", "H", "C", "H", "H", "N", "H", "C", "H", "H", "C", "H", "C", "C", "Te", "C", "C", "C", "H", "H"], "xyz": [[-1.12, -1.09, 1.61], [0.38, 2.96, -2.82], [0.87, -0.94, -3.50], [-2.58, -2.24, -1.42], [2.09, -0.17, 3.78], [2.73, 0.30, 1.83], [2.44, 1.69, 2.87], [4.33, 1.37, -2.11], [5.32, 1.28, -2.54], [-2.12, -1.15, -5.06], [-1.25, 2.93, -3.12], [-0.09, -2.50, -4.61], [0.23, -1.63, 3.12], [-0.18, 1.76, -0.24], [-1.39, 0.56, -4.01], [4.14, 2.05, -0.91], [-4.90, -1.87, -0.86], [-0.47, 2.42, -2.74], [-5.92, -2.23, -0.81], [-3.29, -0.11, -0.55], [0.35, 0.83, 1.93], [-4.13, -3.71, -1.63], [1.76, -1.53, -3.30], [-1.30, -0.74, -4.49], [3.38, 0.33, -3.72], [-0.06, -0.97, 1.86], [1.76, 1.62, -1.03], [3.23, 0.83, -2.77], [-1.61, 1.22, 3.32], [0.52, -1.43, 1.05], [2.25, -1.92, 2.64], [1.25, 0.36, 4.86], [-4.61, -0.58, -0.47], [1.55, 1.38, 5.07], [-1.61, -1.09, 3.96], [2.07, 0.69, 2.60], [-0.55, -1.06, 4.22], [-0.54, 1.25, 3.50], [-2.27, 1.16, -4.21], [-0.40, -1.68, 5.10], [2.86, 2.16, -0.38], [4.99, 2.48, -0.40], [2.73, 2.69, 0.56], [-0.18, 0.32, 4.55], [1.84, -2.15, 4.34], [-2.28, -0.95, -1.03], [-1.80, -2.89, -1.79], [-1.26, -0.59, -1.13], [1.94, 0.95, -2.25], [-5.39, 0.07, -0.11], [-0.35, 1.11, -3.27], [-0.17, -1.49, -4.24], [-2.92, 1.82, 0.09], [-3.89, -2.70, -1.33], [1.65, -1.53, 3.46], [0.81, 0.36, -3.01], [-0.28, 2.27, 3.80], [1.43, -0.25, 5.75]], "mulliken_spin": [-0.007, -0.013, -0.009, -0.028, 0.014, -0.001, -0.003, -0.009, 0.000, 0.000, -0.005, 0.000, 0.004, 0.322, 0.019, 0.011, -0.034, 0.140, -0.001, 0.022, 0.188, 0.004, 0.000, 0.001, 0.002, 0.012, 0.336, 0.018, 0.012, 0.002, 0.000, 0.000, 0.023, -0.002, -0.002, 0.026, 0.000, 0.035, -0.005, 0.001, -0.009, 0.000, 0.006, 0.024, 0.001, -0.028, -0.002, -0.010, -0.160, -0.005, -0.016, 0.007, 1.005, 0.081, 0.004, 0.033, -0.006, 0.002], "multiplicity": 3, "charge": 1, "homo_ev": [-9.863, -10.991], "orbital_gap_ev": [7.2, 5.4], "largest_force_ev_per_a": 0.20, "lumo_ev": [-2.7, -5.6]}